No. 1
ORCA calculation (wB97M-V/def2-TZVPD) on C23H28N4O4 in the gas phase.

The SMILES is COc1ccc(OCC(=O)Nc2ccc3c(c2)nc(CCN2CCOCC2)n3C)cc1. The net charge is 0. The LUMO energy is 0.7 eV. As for the energy above the lowest of the compared OMol25 structures with the same formula, charge and spin: 49.1 kcal per mole.

Geometry as XYZ:
```
59
Properties=species:S:1:pos:R:3:forces:R:3:nbo_charge:R:1
C 4.841023 0.373306 -0.635834 0.1 -0.4 0.2 -0.2853
N -1.474208 -1.231345 1.841606 -0.1 0.3 0.5 -0.4851
C 5.332444 -2.400483 -0.268189 0.1 -0.2 -0.3 -0.1620
H 5.090567 4.371959 -1.746322 0.0 0.0 0.0 0.1747
O 3.704468 -3.025362 -1.914971 0.0 -0.1 -0.2 -0.6160
C 5.522804 0.686252 1.642778 0.0 -0.2 -0.1 -0.2266
N -4.548076 0.352893 0.039194 -0.1 0.1 0.0 -0.4771
H -3.215714 -2.739783 -1.750974 0.0 0.0 0.0 0.2132
H 5.561088 2.710875 2.332809 0.0 0.1 0.1 0.2254
H -4.387558 -1.870830 -0.739708 0.1 -0.1 0.0 0.2434
C -4.354843 0.291817 1.481188 0.0 -0.4 0.1 -0.2059
C -5.806722 2.463043 -0.311110 -0.2 -0.3 0.0 -0.0896
H 1.516675 -3.322639 -1.849287 0.0 0.0 0.0 0.2550
H -5.719180 2.777476 0.741587 0.0 0.0 -0.1 0.1578
C 4.682810 1.745545 -0.771543 0.0 0.4 0.0 -0.2964
C 4.390609 4.561628 -0.925919 -0.1 0.1 -0.2 -0.2531
C -5.807600 0.932113 -0.399779 0.0 0.3 0.0 -0.2391
N -2.523199 -2.171433 0.109494 0.1 0.2 0.2 -0.3760
C 0.853902 -1.707317 1.058753 0.0 -0.1 -0.2 -0.2340
H 4.351465 2.129257 -1.723171 0.0 0.1 -0.1 0.2200
H -3.320986 2.841897 0.421015 0.0 0.0 -0.1 0.1597
H -0.941766 -3.374765 -1.998978 0.0 -0.1 -0.1 0.2128
C 5.363315 2.045142 1.508256 -0.1 0.1 -0.2 -0.2587
H -6.722410 2.879646 -0.733758 0.0 0.0 0.1 0.1956
C -3.932268 -1.128562 1.907619 -0.1 0.4 0.0 -0.4539
C -0.531114 -1.725004 0.979759 -0.2 -0.4 -0.7 0.1000
C 5.264488 -0.164997 0.568090 0.0 0.2 -0.1 0.2582
H -2.501724 0.617263 -0.293769 0.1 0.0 -0.1 0.2158
C -0.456831 -2.909443 -1.154231 -0.2 0.0 0.0 -0.2332
C -3.500339 2.509340 -0.613777 0.2 -0.3 0.0 -0.0895
H 5.849913 0.255689 2.575852 0.0 0.0 0.1 0.2245
H -3.537775 0.673107 -1.736650 0.1 0.0 0.0 0.1984
H -6.624838 0.516368 0.191967 0.0 0.0 0.0 0.2007
C 0.919306 -2.884188 -1.068215 0.1 -0.1 -0.2 -0.2523
H -2.743596 2.951387 -1.263346 0.0 0.0 0.1 0.1979
H 4.619403 -0.256125 -1.483555 0.0 -0.1 -0.1 0.2285
H 4.362863 5.630068 -0.717616 0.0 -0.1 -0.1 0.2003
C -3.593611 -2.617191 -0.737428 -0.3 -0.3 -0.1 -0.4206
H 3.390216 4.224233 -1.216425 0.0 0.0 0.0 0.1749
H -3.817648 -1.140260 2.991712 0.0 -0.1 0.0 0.2399
H 5.977282 -2.107875 -1.105286 -0.2 0.0 0.1 0.2050
H -3.989965 -3.576996 -0.392633 0.0 0.0 -0.1 0.1993
C 4.941300 2.594281 0.295035 0.0 -0.1 0.0 0.3509
C 1.568500 -2.292782 0.024559 -0.3 0.0 -0.1 0.1283
H 5.685357 -3.363950 0.114369 -0.1 0.1 -0.1 0.2205
O 5.438530 -1.508185 0.814174 0.0 0.1 0.2 -0.5053
H -4.706164 -1.839875 1.619331 -0.1 0.0 0.1 0.2138
H -5.951230 0.644070 -1.446614 -0.1 0.0 0.0 0.1979
C 3.901970 -2.600946 -0.796257 0.3 0.2 0.3 0.6492
H -3.586030 0.992897 1.823160 -0.1 0.0 0.0 0.1950
H 3.324287 -1.917130 1.000483 0.1 -0.1 -0.2 0.4139
O 4.815565 3.952422 0.268082 0.1 -0.2 0.3 -0.5104
O -4.743544 3.007387 -1.062868 0.0 0.0 -0.1 -0.5268
N 2.967817 -2.278824 0.123220 0.1 0.1 0.5 -0.5952
C -2.629619 -1.511673 1.303982 0.0 -0.1 0.0 0.4102
H 1.350256 -1.250324 1.900775 0.1 0.1 0.1 0.2177
C -1.179230 -2.327739 -0.125210 0.6 0.2 0.3 0.1469
C -3.451699 0.977969 -0.688672 0.0 0.3 -0.1 -0.2517
H -5.288756 0.536699 1.993272 0.1 0.1 0.0 0.1985
```
Positions in Å, forces in eV/Å.

No. 2
ORCA calculation (wB97M-V/def2-TZVPD) on a molecular structure, C23H28NPdS4.

As for the spin multiplicity: 3. The net charge is +1. The LUMO energy (spin up / spin down) is -2.5 / -4.3 eV. As for the energy above the lowest of the compared OMol25 structures with the same formula, charge and spin: 0.0 kcal per mole.

Geometry as XYZ:
```
57
Properties=species:S:1:pos:R:3:forces:R:3:nbo_charge:R:1
H 6.892456 1.753323 0.767806 0.0 0.0 0.0 0.2266
C 0.395150 1.910279 -3.892830 0.0 0.0 0.0 -0.1923
H -0.754838 -1.018806 4.223565 0.0 0.0 0.0 0.2173
C -3.837947 1.255897 -3.363959 0.0 0.0 0.0 -0.5957
C -0.865869 -3.002583 2.505358 0.0 0.0 0.0 -0.5390
C 0.241228 -0.626330 4.407311 0.0 0.0 0.0 -0.5470
C 0.481302 -3.173933 3.208027 0.1 0.0 -0.1 -0.5482
C 4.367274 -0.004031 2.200511 0.0 0.0 0.0 -0.2581
C 5.915152 1.308053 0.894132 0.0 0.0 0.0 -0.2181
H -4.375565 -1.134530 -2.248280 0.0 0.0 0.0 0.2253
H -2.901174 -0.497927 1.254268 0.0 0.0 0.0 0.2518
H -4.860500 0.901197 -3.503643 0.0 0.0 0.0 0.2165
H 5.175911 2.044014 -0.974847 0.0 0.0 0.0 0.2169
C 3.692664 0.890918 0.086227 0.0 0.0 0.0 -0.1027
C 5.624560 0.571037 2.033755 0.0 0.0 0.0 -0.1794
H 0.435399 -0.711223 5.476585 0.0 0.0 0.0 0.2521
C -1.456514 0.570759 -3.033249 0.0 0.0 0.0 0.0156
C -0.889217 1.425502 -3.999858 0.0 0.0 0.0 -0.1973
H -2.199397 -0.731952 2.838648 0.0 0.0 0.0 0.2222
H -1.651772 -2.723196 3.204753 0.0 0.0 0.0 0.2275
C -1.395453 0.934970 1.702637 0.0 0.0 0.0 -0.5682
H -0.440298 1.419502 4.504570 0.0 0.0 0.0 0.2493
H 1.155355 -3.769448 2.590004 0.0 0.0 0.0 0.2504
H -2.649139 -0.204364 -5.391296 0.0 0.0 0.0 0.2130
H -3.357997 -0.231648 -1.129583 0.0 0.0 0.0 0.1898
C -0.690282 0.209801 -1.940733 0.0 0.0 0.0 -0.2005
C 4.947958 1.470442 -0.083257 0.0 0.0 0.0 -0.1816
C -3.353860 -0.801250 -2.063592 0.0 0.0 0.0 -0.6045
Pd 1.419707 -0.637025 1.236974 0.0 0.1 -0.1 0.7103
H -1.073008 -0.473578 -1.196867 0.0 0.0 0.0 0.2046
H 6.381374 0.440890 2.797131 0.0 0.0 0.0 0.2220
H -1.365652 1.256101 0.658593 0.0 0.0 0.0 0.2584
C -2.882098 0.061536 -3.234190 0.0 0.0 0.0 -0.0852
H 1.299010 1.257583 4.331796 0.0 0.0 0.0 0.2567
H 0.335248 -3.716972 4.141863 0.0 0.0 0.0 0.2477
C -2.938606 -0.783780 -4.514451 0.0 0.0 0.0 -0.5961
S 2.769440 1.974803 -2.349893 0.0 0.0 0.0 0.4589
H -1.474373 1.710244 -4.863859 0.0 0.0 0.0 0.2228
C 3.388643 0.140804 1.228821 -0.1 0.0 0.0 -0.2603
N 1.480901 0.430275 -0.761167 0.0 0.0 0.0 -0.5256
H -2.734048 -1.690432 -1.931596 0.0 0.0 0.0 0.2121
H -1.151970 -3.968244 2.089373 0.0 0.0 0.0 0.2580
C 2.632569 1.026764 -0.914307 0.0 0.0 0.0 0.0942
H -3.953748 -1.150200 -4.676552 0.0 0.0 0.0 0.2158
H -2.054175 1.626248 2.231705 0.0 0.0 0.0 0.2490
S 0.303219 1.239750 2.242559 0.0 0.0 0.0 0.3967
S 1.442764 -1.676259 3.531620 0.0 0.0 0.1 0.3219
H 4.171275 -0.577584 3.099967 0.0 0.0 0.0 0.2079
H -2.270626 -1.643899 -4.442791 0.0 0.0 0.0 0.2143
C -1.962575 -0.476532 1.808650 0.0 0.0 0.0 -0.5316
C 1.146287 1.541165 -2.780118 0.0 0.0 0.0 -0.2256
C 0.342346 0.842261 4.009874 0.0 0.0 0.0 -0.5590
C 0.610882 0.699371 -1.807418 0.0 0.0 0.0 0.0975
H -3.587797 1.887026 -4.216305 0.0 0.0 0.0 0.2132
S -0.914208 -1.812434 1.127316 0.0 0.0 0.0 0.2386
H -3.810877 1.877084 -2.466252 0.0 0.0 0.0 0.2080
H 0.805509 2.560561 -4.653504 0.0 0.0 0.0 0.2332
```
Positions in Å, forces in eV/Å.

No. 3
ORCA calculation (wB97M-V/def2-TZVPD) on a molecular structure, C23H28O15S.

The net charge is 0. The LUMO energy is -1.5 eV. As for the energy above the lowest of the compared OMol25 structures with the same formula, charge and spin: 0.0 kcal per mole.

Geometry as XYZ:
```
67
Properties=species:S:1:pos:R:3:forces:R:3:nbo_charge:R:1
C 1.608856 1.791283 0.455951 0.2 0.1 0.1 -0.4296
H 2.157628 4.100553 2.645400 0.1 0.0 0.1 0.4749
C -3.374411 4.220843 3.470295 -0.2 -0.4 -0.2 -0.0673
C -0.536908 2.947622 -0.522967 0.0 -0.1 -0.6 0.2813
C 4.963063 -6.627207 -1.271113 0.1 -0.1 0.0 -0.4059
C -1.216912 -3.548036 -1.431647 0.0 0.0 -0.1 0.3976
H 1.139161 2.166970 2.565005 -0.1 0.2 -0.1 0.1534
H 0.651449 -3.477041 -1.272298 0.0 0.0 -0.1 0.5253
H -5.224712 -5.358405 -1.843981 0.0 0.0 0.0 0.5098
O -0.099233 -2.850099 -1.332880 0.0 0.0 0.0 -0.6485
H -3.453826 5.135579 4.057826 -0.1 0.0 -0.1 0.1851
H -2.565520 -1.919306 -1.677362 0.0 0.0 0.0 0.2637
O 2.638373 -6.727238 -1.540086 0.0 0.1 0.0 -0.6297
H 7.804475 -4.311768 -0.991044 0.0 0.0 0.0 0.5099
H 1.888939 -6.097637 -1.618363 0.0 0.0 0.1 0.5343
S -2.245580 1.444967 -1.555603 0.0 -0.1 -0.1 2.5731
C 1.956097 2.326056 1.851943 0.1 -0.2 0.1 -0.0626
H -2.220538 2.681131 0.879772 0.1 0.2 -0.1 0.2283
C -2.425530 -2.989343 -1.605219 -0.1 0.1 0.0 -0.4244
C -1.337475 2.147623 0.538548 -0.2 -0.3 0.2 -0.1400
O 2.317508 3.701650 1.787870 -0.1 0.0 -0.1 -0.7317
C -1.633759 6.244868 0.988753 0.0 -0.4 0.0 -0.5018
C -2.188485 -5.906862 -1.445537 0.1 -0.1 0.0 -0.3983
H 5.084357 -7.698123 -1.192143 0.0 0.0 0.0 0.2457
C -3.583180 -3.844550 -1.717457 0.1 0.1 0.0 0.4732
O 7.273616 -6.208091 -1.004785 0.0 0.1 0.0 -0.5472
H -1.989352 6.844827 0.152031 0.0 0.1 0.1 0.2344
H 2.529197 1.417479 0.005855 0.0 0.1 0.0 0.2196
O -3.366207 2.309015 -1.395969 0.0 0.0 0.0 -0.9273
H 0.966316 0.916111 0.574146 0.0 0.0 -0.1 0.2178
O 2.486663 -4.126379 -1.773804 0.1 0.2 0.0 -0.5736
O -4.520518 -6.028664 -1.720424 0.0 0.0 0.0 -0.6221
H 1.265249 2.488379 -1.521515 -0.1 0.1 0.0 0.2452
H -2.047469 4.447325 -0.846062 0.0 -0.1 0.2 0.2349
C 0.996591 2.803806 -0.513984 -0.1 -0.2 0.1 -0.4480
H -0.770310 1.814918 1.400940 0.2 0.1 -0.1 0.2106
H 4.661032 -2.636209 -1.495729 0.0 0.0 0.0 0.2435
C -2.843400 5.598237 1.620143 -0.1 -0.3 -0.3 0.8052
O -0.941279 2.287240 -1.806982 -0.2 0.2 0.2 -0.7159
O 0.108319 -5.446929 -1.171811 -0.1 -0.2 0.0 -0.5931
H -1.233167 6.914525 1.755866 0.0 0.1 -0.1 0.2372
C 4.783471 -3.707977 -1.429692 -0.1 0.1 0.0 -0.4053
H -2.448508 2.297925 3.579745 -0.2 -0.1 0.1 0.2107
C 3.763710 -6.048233 -1.453763 0.0 0.0 0.1 0.3451
C -0.973723 4.397813 -0.655367 0.3 0.0 0.0 -0.4364
C 5.975303 -4.292137 -1.239708 0.0 0.0 0.0 0.3423
H -0.153832 4.696575 1.364676 -0.2 -0.1 0.0 0.2164
C -2.714320 3.110170 4.258073 0.3 0.1 -0.3 -0.6233
O -4.726267 -3.460141 -1.889952 0.0 -0.1 0.0 -0.5404
H 1.448844 3.783468 -0.375622 0.0 0.0 0.2 0.2374
C -1.032344 -5.048619 -1.342367 -0.1 0.0 0.0 0.4793
O -3.961733 6.018452 1.536579 -0.1 0.2 0.2 -0.5686
H -2.045115 -6.975403 -1.369505 0.0 0.0 0.0 0.2420
C -0.540301 5.282271 0.530074 0.0 0.2 -0.2 -0.4080
H -0.487236 4.758339 -1.564507 -0.1 0.1 0.0 0.2248
C 3.611907 -4.542885 -1.566005 0.1 0.0 0.0 0.4905
H -1.780733 3.465120 4.696345 -0.1 0.0 0.2 0.2064
O 7.111365 -3.629624 -1.107885 0.0 0.0 0.0 -0.6240
H 0.297785 5.899033 0.201184 0.1 -0.1 0.1 0.2196
C 6.137124 -5.796618 -1.163492 -0.1 -0.1 0.0 0.4715
O -2.301374 0.358512 -2.459251 0.1 -0.2 0.0 -0.9002
H 2.806757 1.752075 2.233172 -0.1 -0.1 0.0 0.1711
O -2.532161 4.479665 2.325712 0.4 0.6 0.4 -0.5546
H -4.362209 3.929250 3.117327 -0.1 0.1 0.1 0.1967
C -3.394323 -5.345888 -1.619718 0.0 0.0 0.0 0.3365
H -3.375076 2.733281 5.035304 0.0 0.0 0.0 0.2238
O -1.786124 0.936456 -0.122935 -0.1 0.1 0.1 -0.6900
```
Positions in Å, forces in eV/Å.